## A
ORCA calculation (wB97M-V/def2-TZVPD) on an isolated molecule of C4H9NOS.

The HOMO-LUMO gap comes out at 0.36391 Ha. The HOMO energy is -9.130 eV. The structure (SMILES) is CNC(=O)CCS.

Structure (ORCA input):
```
! wB97M-V def2-TZVPD RIJCOSX def2/J DEFGRID3
* xyz 0 1
C -0.41 -0.19 -0.50
C -1.49 0.66 -1.11
S -1.29 1.05 -2.96
C -0.25 0.12 0.94
N 0.74 -0.52 1.73
C 2.02 -0.70 1.17
O -0.94 0.84 1.57
H -0.49 -1.20 -0.75
H 0.70 -0.02 -0.83
H -2.44 -0.01 -1.01
H -1.44 1.69 -0.71
H -2.62 0.78 -3.19
H 0.70 -0.20 2.74
H 2.33 0.19 0.56
H 2.83 -0.82 1.87
H 2.04 -1.67 0.48
*
```

## B
ORCA calculation (wB97M-V/def2-TZVPD) on an isolated molecule of C4H9NOS.

The HOMO-LUMO gap comes out at 0.35842 Ha. The HOMO energy is -8.919 eV. The structure (SMILES) is C=NS[C@@H](C)CO.

Structure (ORCA input):
```
! wB97M-V def2-TZVPD RIJCOSX def2/J DEFGRID3
* xyz 0 1
C -1.86 -1.29 -0.02
C -0.79 -0.25 -0.34
C -0.99 1.10 0.38
C 3.17 -0.05 0.01
H -1.76 -1.67 1.00
H -2.86 -0.90 -0.23
H -1.80 -2.20 -0.66
H -0.82 0.04 -1.42
H -0.73 1.03 1.46
H -2.04 1.41 0.37
H 0.60 1.76 -0.42
H 3.56 -1.08 0.06
H 3.87 0.79 0.01
N 1.93 0.25 -0.04
O -0.27 2.14 -0.21
S 0.79 -1.08 0.04
*
```

Which of them is most stable, and which least? Most stable: A; least stable: B.

## A
ORCA calculation (wB97M-V/def2-TZVPD) on a cluster of 2 separate species, C3H7O3 in total.

The HOMO-LUMO gap comes out at 0.30762 Ha. The HOMO energy is -4.197 eV.

Structure (ORCA input):
```
! wB97M-V def2-TZVPD RIJCOSX def2/J DEFGRID3
* xyz -1 1
O -0.03 1.53 2.07
C -0.14 0.47 1.42
O -1.11 -0.34 1.46
C 1.03 0.11 0.50
C 0.67 0.63 -0.96
H 1.91 0.70 0.76
H 1.28 -0.95 0.55
H -0.34 1.05 -0.90
H 1.40 1.36 -1.28
H 0.58 -0.19 -1.67
H -1.95 -1.61 0.07
H -1.24 -1.15 -1.12
O -2.07 -1.60 -0.90
*
```

## B
ORCA calculation (wB97M-V/def2-TZVPD) on a cluster of 2 separate species, C3H7O3 in total.

The HOMO-LUMO gap comes out at 0.27184 Ha. The HOMO energy is -3.577 eV.

Structure (ORCA input):
```
! wB97M-V def2-TZVPD RIJCOSX def2/J DEFGRID3
* xyz -1 1
C 1.39 -1.61 1.64
C 1.02 -0.25 0.94
O 1.82 0.56 0.52
O -0.26 -0.35 0.75
H 2.51 -1.69 1.77
H 0.89 -2.36 1.09
H 0.87 -1.73 2.59
C -1.15 0.60 -1.50
O -2.37 1.21 -1.95
H -2.90 0.69 -2.47
H -0.52 -0.09 -2.08
H -1.33 -0.04 -0.64
H -0.64 1.56 -1.27
*
```

## C
ORCA calculation (wB97M-V/def2-TZVPD) on a cluster of 2 separate species, C3H7O3 in total.

The HOMO-LUMO gap comes out at 0.27275 Ha. The HOMO energy is -3.650 eV.

Structure (ORCA input):
```
! wB97M-V def2-TZVPD RIJCOSX def2/J DEFGRID3
* xyz -1 1
C 1.50 0.65 -1.73
C 1.01 -0.77 -1.34
O -0.22 -0.97 -1.48
O 1.87 -1.60 -0.96
H 1.87 0.54 -2.75
H 2.35 0.99 -1.15
H 0.61 1.25 -1.70
C -1.86 -0.02 1.70
O -0.54 0.52 1.98
H -0.09 -0.16 2.50
H -2.16 -0.82 2.37
H -2.49 0.80 1.87
H -1.87 -0.39 0.69
*
```

Which of them is most stable, and which least? Most stable: A; least stable: B.

## A
ORCA calculation (wB97M-V/def2-TZVPD) on a cluster of 4 separate species, C5H14O3 in total.

The HOMO-LUMO gap comes out at 0.35857 Ha. The HOMO energy is -9.540 eV. The structure (SMILES) is C=C/C=C/C.O.O.O.

Structure (ORCA input):
```
! wB97M-V def2-TZVPD RIJCOSX def2/J DEFGRID3
* xyz 0 1
C 0.78 -1.47 0.12
C 0.63 -0.07 0.47
C 1.46 0.79 -0.13
C 1.12 2.29 0.05
C 0.10 2.82 -0.65
H 1.18 -1.96 1.02
H 1.45 -1.57 -0.74
H -0.26 -1.82 -0.20
H -0.32 0.22 0.95
H 2.41 0.58 -0.71
H 1.89 2.87 0.74
H -0.53 3.68 -0.45
H -0.68 2.29 -1.21
H -0.12 -1.98 3.89
H 0.65 -2.40 2.83
O 0.59 -2.64 3.83
H -2.88 -0.06 -0.56
H -3.65 -0.19 0.70
O -2.91 -0.50 0.33
H 0.26 -0.77 -3.15
H -0.98 0.05 -3.40
O -0.19 -0.17 -3.71
*
```

## B
ORCA calculation (wB97M-V/def2-TZVPD) on a cluster of 4 separate species, C5H14O3 in total.

The HOMO-LUMO gap comes out at 0.36279 Ha. The HOMO energy is -9.303 eV. The structure (SMILES) is C=C/C=C/C.O.O.O.

Structure (ORCA input):
```
! wB97M-V def2-TZVPD RIJCOSX def2/J DEFGRID3
* xyz 0 1
C -1.69 -0.51 1.70
C -1.00 0.61 0.98
C -0.29 0.43 -0.13
C 0.48 1.47 -0.82
C 1.45 1.17 -1.69
H -1.10 -0.81 2.57
H -2.66 -0.17 2.07
H -1.90 -1.36 1.05
H -1.09 1.58 1.46
H -0.16 -0.58 -0.53
H 0.36 2.47 -0.39
H 1.97 1.94 -2.23
H 1.60 0.14 -2.00
H -3.22 0.03 -1.98
H -2.62 0.07 -0.57
O -3.27 -0.38 -1.12
H 2.30 0.71 0.59
H 2.07 -0.23 1.81
O 2.55 -0.13 0.98
H 1.85 -1.58 -0.09
H 2.56 -2.41 -1.13
O 1.81 -2.46 -0.53
*
```

Which of them is most stable, and which least? Most stable: B; least stable: A.